Entry 1:
This record from the OMol25 dataset describes a structure of composition C30H41As3N4O6Zr at a distorted geometry. The level of theory is ωB97M-V/def2-TZVPD.

XYZ file:
```
85
C30H41As3N4O6Zr, DFT ωB97M-V/def2-TZVPD
Zr -1.1039 0.7602 0.1867
C 0.3629 3.6261 -0.1135
N -0.8348 2.9184 0.2573
C -1.8535 3.6085 0.6879
C -3.1225 3.0051 0.6160
C -4.4294 3.5406 0.6955
C -5.2592 2.6159 0.1010
C -4.4393 1.5496 -0.3259
N -3.1512 1.7649 -0.0165
C 0.6554 3.3683 -1.5808
C 0.0673 2.3133 -2.2879
C 0.3570 2.1367 -3.6357
C 1.2424 2.9862 -4.2793
C 1.8237 4.0333 -3.5843
C 1.5243 4.2279 -2.2476
H 1.1990 3.2889 0.5254
H 0.2420 4.7056 0.0514
H -1.7690 4.6652 0.9445
H -4.6969 4.4793 1.1355
H -6.3184 2.7004 -0.0434
H -4.7514 0.6992 -0.9085
H -0.7006 1.6490 -1.8130
H -0.1297 1.3514 -4.1926
H 1.4676 2.8492 -5.3235
H 2.4998 4.7075 -4.0860
H 1.9663 5.0545 -1.7088
C 3.3157 2.0320 -0.5665
As 1.8718 0.7256 -0.1049
C 2.6079 0.3501 1.6791
C 2.7783 -0.6446 -1.2991
C 2.7747 -2.1747 -1.1159
C 3.7643 -2.7104 -2.1647
C 1.4007 -2.7706 -1.4242
As -0.2478 -1.8494 -0.6779
C -1.2518 -2.1463 -2.3471
C -0.9121 -3.4042 0.3523
C 3.2471 -2.6010 0.2727
As 3.8657 -4.5234 0.3847
C 5.1868 -4.3908 1.8240
C 2.4186 -5.3835 1.4077
H 4.2806 1.5825 -0.3166
H 3.2414 2.9656 -0.0114
H 3.2974 2.2567 -1.6341
H 3.6837 0.1735 1.6487
H 2.1017 -0.4940 2.1446
H 2.4248 1.2340 2.2948
H 3.8270 -0.3276 -1.3325
H 2.3478 -0.4289 -2.2903
H 3.5815 -2.2583 -3.1363
H 3.6620 -3.7929 -2.2636
H 4.7893 -2.4917 -1.8679
H 1.3825 -3.8204 -1.0996
H 1.2651 -2.7611 -2.5123
H -1.0529 -3.1557 -2.7148
H -0.9385 -1.4239 -3.1063
H -2.3239 -2.0426 -2.1895
H -0.9322 -4.2833 -0.2989
H -1.9260 -3.2347 0.7172
H -0.2540 -3.6021 1.2024
H 2.4402 -2.4630 0.9991
H 4.1070 -1.9964 0.5667
H 6.0117 -3.7384 1.5502
H 5.5878 -5.3845 2.0140
H 4.7064 -4.0235 2.7293
H 1.5260 -5.5322 0.8064
H 2.1825 -4.7803 2.2821
H 2.7646 -6.3590 1.7429
O -4.2274 -2.1973 -0.2553
C -3.5937 -1.3361 0.2735
O -2.5588 -0.7040 -0.2300
C -3.8318 -0.6751 1.6496
C -2.6232 -0.4822 2.3016
C -2.3530 0.7857 2.8502
C -3.4119 1.6690 3.1373
C -4.6886 1.2632 2.7901
C -4.9044 0.1790 1.9316
N -5.8132 2.1582 3.1001
O -6.9113 1.7473 2.8489
O -5.5176 3.2338 3.5496
N -1.0801 1.2253 2.6511
O -0.2952 0.4287 1.9651
O -0.6900 2.3635 2.8899
H -1.8276 -1.2260 2.2150
H -3.2368 2.6242 3.6146
H -5.8880 0.0077 1.5166
```

Computed properties:
- HOMO-LUMO gap (alpha / beta) (eV) = 3.4 / 3.6
- HOMO (alpha / beta) (hartree) = -0.45852 / -0.45853
- net charge = +2
- calculated total energy (eV) = -233795.388
- lowest unoccupied orbital energy (alpha / beta) (eV) = -9.089 / -8.863



Entry 2:
This record from the OMol25 dataset describes a cluster of 6 separate species, C15H35ClN5O5 in total at a distorted geometry. The level of theory is ωB97M-V/def2-TZVPD.

XYZ file:
```
61
C15H35ClN5O5, DFT ωB97M-V/def2-TZVPD
Cl -0.3452 1.5216 1.3095
C 2.2365 4.7203 -4.2744
C 1.2644 3.8405 -4.9917
O 0.8854 4.2010 -6.1120
N 0.8584 2.6670 -4.4888
C 0.0422 1.6788 -5.1483
H 2.1441 4.4504 -3.2224
H 1.9537 5.7715 -4.3306
H 3.2008 4.4867 -4.7257
H 0.8346 2.6706 -3.4791
H 0.7453 0.8847 -5.3996
H -0.7175 1.8908 -5.9005
H -0.5633 1.1664 -4.4007
C -6.9829 0.5715 -1.0004
C -7.2851 1.3082 0.2642
O -8.2366 2.1125 0.3642
N -6.2485 1.3869 1.1279
C -6.2556 2.2082 2.3545
H -6.6560 -0.4426 -0.7705
H -6.2119 1.0843 -1.5755
H -7.8960 0.4321 -1.5792
H -5.3966 0.9439 0.8150
H -5.9178 3.2268 2.1630
H -5.7167 1.7288 3.1717
H -7.1784 2.1778 2.9336
C -4.8921 -8.0248 0.1166
C -4.3647 -6.6392 -0.1583
O -4.8387 -6.0187 -1.0708
N -3.4661 -6.1868 0.7543
C -2.9949 -4.7859 0.8329
H -4.8053 -8.5948 -0.8084
H -5.9127 -8.0957 0.4927
H -4.3500 -8.5526 0.9013
H -2.9996 -6.7776 1.4277
H -3.3411 -4.1206 0.0419
H -1.9347 -4.6917 1.0679
H -3.5427 -4.3047 1.6432
C 3.8171 -3.2138 -1.1679
C 4.2030 -3.5298 0.2384
O 4.5090 -4.6951 0.4519
N 4.1417 -2.5934 1.1286
C 4.4709 -2.6997 2.4948
H 3.1944 -3.9137 -1.7251
H 4.6168 -3.0977 -1.8994
H 3.3593 -2.2246 -1.1656
H 3.6226 -1.7329 1.0281
H 3.5367 -2.6648 3.0551
H 5.2020 -1.9570 2.8142
H 4.9113 -3.6754 2.7002
C 6.7675 4.1526 1.5476
C 6.2353 4.7738 2.8358
O 6.9449 5.4446 3.5910
N 4.8968 4.6217 2.9396
C 4.1173 5.1505 4.0294
H 7.7377 4.5609 1.2645
H 6.1555 4.4427 0.6936
H 6.8362 3.0649 1.5619
H 4.3183 4.0047 2.3876
H 3.1155 4.8534 3.7193
H 3.9676 6.2293 4.0727
H 4.2074 4.8031 5.0587
```

Computed properties:
- HOMO-LUMO gap (eV) = 6.6
- HOMO (hartree) = -0.16445
- net charge = -1
- calculated total energy (eV) = -46335.263
- lowest unoccupied orbital energy (eV) = 2.166



Entry 3:
This record from the OMol25 dataset describes the ion C5H8N4P with charge +1 at a distorted geometry. The level of theory is ωB97M-V/def2-TZVPD.

XYZ file:
```
18
C5H8N4P, DFT ωB97M-V/def2-TZVPD
N 1.3208 0.3658 1.9469
N 0.8320 -0.3924 0.8235
C -0.1203 0.2205 0.1577
N -0.6660 1.3531 0.5983
C -1.6544 1.9163 -0.3320
P -1.7085 0.7953 -1.8474
C -0.5423 -0.2794 -1.2279
C -0.0318 -1.5486 -1.6696
N 0.9120 -2.1062 -0.7835
C 1.2943 -1.5830 0.2857
H 2.2732 0.7071 1.9484
H 1.3070 -0.3260 2.6946
H -0.7029 1.7971 1.4885
H -2.6888 1.9885 0.0314
H -1.5965 2.8989 -0.6288
H -0.6639 -2.3724 -1.8902
H 0.4915 -1.4518 -2.5419
H 1.9443 -1.9828 0.9463
```

Computed properties:
- SMILES = N[N+]1=C2NCP=C2CN=C1
- HOMO-LUMO gap (eV) = 8.5
- HOMO (hartree) = -0.49147
- net charge = +1
- calculated total energy (eV) = -20554.752
- lowest unoccupied orbital energy (eV) = -4.873



The records above yield relative energy (zero: lowest compared OMol25 entry of this formula, charge and spin) values of 386.37 491.26 0.00 kJ/mol, respectively.